Entry 1:
C41H109N7O15 | the ωB97M-V functional and the def2-TZVPD basis

Output
spin multiplicity: 1
DFT total energy: -85413.942 eV
highest occupied orbital energy: -0.3070 hartree

Each line ends with the Löwdin charge.
Cartesian coordinates (Å):
C: -1.042 -9.644 0.950  -0.03
C: -2.314 -10.339 0.328  -0.46
C: -2.209 -11.858 0.548  -0.05
C: -3.478 -9.938 1.275  -0.14
C: -3.964 -8.524 0.932  -0.18
C: -4.208 -8.326 -0.562  -0.14
C: -3.009 -8.688 -1.493  -0.52
C: -3.660 -8.912 -2.841  -0.04
C: -1.951 -7.575 -1.495  -0.01
N: -2.484 -9.995 -1.097  -0.13
O: -1.397 -10.419 -1.835  0.00
H: -0.621 -10.143 1.823  0.09
H: -0.179 -9.541 0.292  0.07
H: -1.198 -8.600 1.224  0.06
H: -2.968 -12.426 0.009  0.09
H: -1.229 -12.293 0.352  0.08
H: -2.487 -12.170 1.554  0.08
H: -4.305 -10.648 1.272  0.12
H: -3.184 -9.821 2.318  0.12
H: -4.889 -8.338 1.479  0.11
H: -3.171 -7.808 1.148  0.10
H: -4.418 -7.280 -0.784  0.11
H: -5.180 -8.747 -0.819  0.11
H: -3.890 -7.970 -3.339  0.09
H: -4.540 -9.554 -2.871  0.09
H: -2.903 -9.439 -3.422  0.08
H: -2.447 -6.683 -1.878  0.09
H: -1.143 -7.865 -2.166  0.08
H: -1.572 -7.436 -0.482  0.07
H: -0.735 -9.779 -1.560  0.07
C: 7.600 0.470 0.853  -0.10
O: 7.500 1.876 1.025  -0.21
C: 6.991 2.632 -0.067  -0.20
C: 8.028 2.709 -1.223  -0.40
C: 8.780 4.104 -1.271  -0.04
N: 7.292 2.444 -2.461  0.01
H: 6.873 0.151 1.599  0.09
H: 8.618 0.166 1.099  0.09
H: 7.250 0.116 -0.117  0.08
H: 5.985 2.269 -0.274  0.12
H: 6.877 3.657 0.287  0.12
H: 8.668 1.835 -1.102  0.12
H: 9.010 4.432 -0.257  0.07
H: 8.277 4.873 -1.858  0.08
H: 9.816 3.995 -1.591  0.06
H: 6.698 1.629 -2.399  0.06
H: 8.038 2.236 -3.108  0.07
C: -0.312 7.733 -0.341  -0.10
O: -1.447 8.335 0.320  -0.19
C: -1.467 9.684 -0.129  -0.23
C: -2.468 10.457 0.770  -0.46
C: -2.176 11.900 0.601  -0.09
N: -2.234 10.165 2.159  0.04
H: 0.686 8.139 -0.174  0.09
H: -0.457 7.702 -1.421  0.08
H: -0.394 6.744 0.110  0.09
H: -0.484 10.154 -0.129  0.12
H: -1.890 9.738 -1.132  0.12
H: -3.448 10.069 0.492  0.15
H: -2.997 12.409 1.106  0.08
H: -2.126 12.003 -0.483  0.08
H: -1.270 12.413 0.924  0.09
H: -1.303 10.347 2.504  0.08
H: -2.203 9.156 2.142  0.06
C: -5.992 -0.871 -7.726  -0.12
O: -5.332 -0.727 -6.513  -0.20
C: -5.697 -1.651 -5.483  -0.16
C: -6.871 -1.002 -4.654  -0.43
C: -6.429 0.300 -4.135  -0.10
N: -7.168 -1.793 -3.418  0.02
H: -5.615 -0.408 -8.638  0.08
H: -6.817 -0.224 -7.428  0.09
H: -6.253 -1.863 -8.094  0.09
H: -6.002 -2.669 -5.728  0.12
H: -4.845 -1.724 -4.806  0.12
H: -7.794 -0.825 -5.205  0.13
H: -7.059 0.776 -3.384  0.08
H: -6.297 1.013 -4.949  0.08
H: -5.466 0.071 -3.681  0.08
H: -7.809 -1.234 -2.873  0.06
H: -6.317 -1.747 -2.876  0.06
C: 1.467 5.449 -6.658  -0.10
O: 0.138 5.101 -7.017  -0.19
C: -0.097 4.183 -8.071  -0.22
C: -1.543 4.223 -8.490  -0.47
C: -2.614 4.375 -7.380  -0.04
N: -1.803 3.047 -9.219  0.02
H: 1.543 5.607 -5.582  0.08
H: 1.783 6.378 -7.132  0.08
H: 2.200 4.659 -6.823  0.08
H: 0.464 4.338 -8.993  0.12
H: 0.246 3.216 -7.703  0.12
H: -1.631 4.952 -9.296  0.13
H: -2.452 3.624 -6.607  0.08
H: -3.585 4.188 -7.838  0.08
H: -2.614 5.339 -6.871  0.07
H: -0.983 2.552 -9.539  0.07
H: -2.327 2.452 -8.594  0.07
C: 3.408 -4.956 -0.490  -0.06
O: 4.770 -5.133 0.064  -0.23
C: 5.232 -6.451 0.359  -0.19
C: 4.849 -6.876 1.790  -0.42
C: 5.641 -6.149 2.891  -0.07
N: 5.021 -8.318 1.948  0.02
H: 2.612 -5.253 0.194  0.08
H: 3.285 -5.436 -1.460  0.08
H: 3.485 -3.876 -0.613  0.08
H: 4.689 -7.083 -0.343  0.11
H: 6.296 -6.438 0.121  0.13
H: 3.804 -6.659 2.012  0.13
H: 5.740 -5.091 2.647  0.07
H: 6.615 -6.625 3.012  0.07
H: 5.333 -6.302 3.925  0.07
H: 4.765 -8.587 2.887  0.06
H: 5.936 -8.728 1.830  0.07
C: -0.491 -0.047 -1.653  -0.11
O: -0.459 -0.151 -0.228  -0.24
C: -0.322 1.082 0.468  -0.15
C: 0.069 0.541 1.985  -0.42
C: -0.162 1.602 3.044  -0.08
N: 1.429 0.078 2.102  0.04
H: 0.496 0.101 -2.091  0.08
H: -1.122 0.759 -2.028  0.09
H: -0.697 -1.065 -1.984  0.09
H: 0.541 1.588 0.034  0.11
H: -1.294 1.571 0.400  0.12
H: -0.607 -0.304 2.118  0.13
H: 0.734 2.215 3.147  0.07
H: -0.159 1.140 4.032  0.07
H: -1.043 2.229 2.908  0.07
H: 1.534 -0.797 1.608  0.07
H: 1.934 0.746 1.536  0.07
O: -6.063 5.428 -2.054  -0.09
C: -5.468 5.338 -0.775  -0.21
C: -6.585 4.783 0.223  -0.24
O: -7.705 5.613 0.305  -0.06
H: -6.739 6.109 -2.027  0.07
H: -4.592 4.710 -0.933  0.12
H: -5.200 6.369 -0.544  0.11
H: -6.155 4.899 1.218  0.11
H: -6.872 3.745 0.057  0.11
H: -8.153 5.712 -0.538  0.08
O: 1.412 -2.279 6.261  -0.06
C: 1.285 -3.684 6.172  -0.27
C: -0.097 -4.179 6.455  -0.26
O: -0.024 -5.584 6.401  -0.07
H: 1.520 -1.950 5.366  0.08
H: 1.902 -4.253 5.476  0.13
H: 1.852 -3.888 7.080  0.12
H: -0.840 -3.892 5.711  0.12
H: -0.434 -3.924 7.460  0.12
H: 0.526 -5.828 7.149  0.08
O: 4.145 2.570 6.346  -0.06
C: 4.678 2.647 7.672  -0.24
C: 3.642 2.202 8.669  -0.25
O: 3.707 0.793 8.765  -0.09
H: 4.380 1.705 6.002  0.08
H: 5.631 2.129 7.770  0.12
H: 4.901 3.694 7.876  0.11
H: 2.594 2.382 8.432  0.12
H: 3.708 2.453 9.728  0.12
H: 3.029 0.459 8.172  0.08
O: 1.432 7.922 5.301  -0.05
C: 2.797 7.747 5.152  -0.26
C: 3.333 7.924 6.551  -0.24
O: 2.731 7.077 7.571  -0.08
H: 1.184 7.354 6.034  0.08
H: 3.042 6.695 5.006  0.12
H: 3.221 8.388 4.380  0.13
H: 3.238 8.944 6.923  0.11
H: 4.393 7.719 6.700  0.11
H: 2.814 7.545 8.405  0.08

---

Entry 2:
C17H28IrNO2P2 | the ωB97M-V functional and the def2-TZVPD basis

Output
spin multiplicity: 5
DFT total energy: -45066.867 eV
<S²>: 6.0521
net charge: +2
highest occupied orbital energy (spin up / spin down): -0.4381 / -0.5802 hartree

Each line ends with the Löwdin charge.
Cartesian coordinates (Å):
Ir: 0.294 0.138 0.156  1.13
P: -0.614 -1.776 -0.623  0.67
C: -0.194 -1.503 -2.344  -0.18
C: 0.002 -0.203 -2.827  -0.32
N: 0.078 0.791 -1.863  -0.09
C: 0.028 2.098 -2.178  -0.29
C: -0.193 2.493 -3.498  0.03
C: -0.319 1.534 -4.500  0.00
C: -0.190 0.211 -4.164  0.03
C: 0.267 3.117 -1.080  -0.24
P: 1.113 2.288 0.342  0.72
H: -0.239 -0.568 -4.908  0.13
H: -0.357 3.554 -3.672  0.14
H: -0.532 1.847 -5.525  0.14
H: 0.889 3.973 -1.387  0.11
H: -0.704 3.517 -0.765  0.11
H: 1.891 -2.334 -2.100  -0.03
H: -0.231 -2.311 -3.086  0.12
H: 3.282 -1.338 -0.476  -0.04
O: 2.797 -2.493 -1.876  -0.05
H: 3.397 -2.113 -2.574  0.11
H: 1.812 -0.235 0.099  -0.03
O: 3.451 -0.639 0.126  -0.11
H: 3.570 -1.226 0.926  0.09
C: 2.873 2.458 -0.118  -0.22
H: 3.077 3.459 -0.509  0.06
H: 3.443 2.271 0.799  0.07
H: 3.130 1.717 -0.882  0.05
C: 0.818 3.222 1.839  -0.23
H: 1.167 2.617 2.684  0.06
H: 1.370 4.170 1.816  0.07
H: -0.253 3.417 1.961  0.06
C: -2.411 -1.770 -0.800  -0.21
H: -2.672 -2.542 -1.553  0.08
H: -2.821 -2.021 0.188  0.06
H: -2.737 -0.765 -1.133  0.07
C: -0.022 -3.366 -0.034  -0.20
H: -0.241 -3.417 1.053  0.06
H: -0.615 -4.148 -0.558  0.08
H: 1.070 -3.485 -0.217  0.06
C: -0.351 -1.151 4.724  0.00
C: -1.302 -0.360 4.074  -0.02
C: -1.101 -0.034 2.726  -0.10
C: 0.022 -0.496 2.031  -0.42
C: 0.930 -1.354 2.676  -0.09
C: 0.757 -1.664 4.032  -0.01
H: -0.484 -1.398 5.776  0.13
H: -2.172 0.028 4.627  0.13
H: -1.778 0.640 2.206  0.10
H: 1.788 -1.717 2.137  0.08
H: 1.482 -2.297 4.547  0.13

---

Entry 3:
C43H37N11NiO5 | the ωB97M-V functional and the def2-TZVPD basis

Output
spin multiplicity: 3
DFT total energy: -112865.173 eV
<S²>: 2.0050
highest occupied orbital energy (spin up / spin down): -0.2870 / -0.3102 hartree

Each line ends with the Löwdin charge.
Cartesian coordinates (Å):
Ni: -0.248 -0.097 -0.037  0.60
C: 3.747 1.250 3.663  -0.06
N: 3.041 0.517 2.630  -0.10
C: 1.968 0.865 1.920  -0.12
N: 1.560 -0.163 1.194  0.06
C: 2.440 -1.143 1.521  -0.17
N: 3.355 -0.775 2.384  0.13
C: 4.471 2.510 3.245  -0.17
C: 5.462 2.976 4.105  -0.03
C: 6.101 4.183 3.871  -0.06
C: 5.750 4.955 2.777  -0.02
C: 4.766 4.494 1.911  -0.13
C: 4.137 3.270 2.135  0.04
C: 4.353 5.341 0.794  -0.29
N: 4.532 6.609 0.646  0.12
N: 3.917 6.955 -0.547  0.13
C: 3.417 5.871 -1.024  -0.29
O: 3.652 4.795 -0.229  0.13
C: 2.655 5.661 -2.253  -0.13
C: 1.988 6.720 -2.867  -0.01
C: 1.235 6.479 -4.002  -0.06
C: 1.132 5.193 -4.523  -0.03
C: 1.811 4.144 -3.924  -0.20
C: 1.747 2.729 -4.447  -0.07
N: 1.592 1.795 -3.345  -0.13
C: 0.614 1.725 -2.439  -0.11
N: 0.959 0.890 -1.480  0.05
C: 2.192 0.465 -1.857  -0.18
N: 2.618 0.999 -2.974  0.13
C: 2.576 4.386 -2.790  0.03
H: 4.454 0.537 4.085  0.13
H: 3.026 1.506 4.444  0.12
H: 1.492 1.827 1.976  0.14
H: 2.399 -2.137 1.110  0.12
H: 5.734 2.386 4.972  0.12
H: 6.874 4.523 4.547  0.11
H: 6.221 5.909 2.584  0.12
H: 3.381 2.937 1.436  0.11
H: 2.060 7.712 -2.442  0.12
H: 0.710 7.295 -4.479  0.11
H: 0.526 5.014 -5.403  0.11
H: 2.690 2.452 -4.919  0.14
H: 0.948 2.594 -5.176  0.13
H: -0.309 2.270 -2.496  0.13
H: 2.765 -0.255 -1.300  0.11
H: 3.107 3.572 -2.313  0.13
O: -0.935 1.778 1.532  -0.04
C: -1.588 1.219 2.677  -0.30
C: -1.643 -0.348 2.575  -0.58
O: -2.037 -0.946 3.565  0.04
O: -1.327 -0.875 1.463  -0.08
C: -3.029 1.728 2.780  -0.13
C: -3.539 2.718 1.946  -0.04
C: -4.858 3.143 2.063  -0.09
C: -5.686 2.590 3.023  -0.09
C: -5.177 1.622 3.880  -0.07
C: -3.864 1.201 3.766  -0.01
C: -0.786 1.705 3.886  -0.14
C: -0.747 3.079 4.117  -0.02
C: -0.017 3.609 5.169  -0.07
C: 0.679 2.763 6.022  -0.10
C: 0.650 1.396 5.797  -0.09
C: -0.066 0.866 4.729  -0.02
H: -1.594 1.895 0.826  0.05
H: -2.912 3.212 1.215  0.11
H: -5.228 3.922 1.407  0.10
H: -6.713 2.918 3.115  0.10
H: -5.807 1.192 4.647  0.10
H: -3.473 0.437 4.424  0.12
H: -1.302 3.740 3.462  0.12
H: -0.006 4.679 5.331  0.10
H: 1.231 3.168 6.861  0.10
H: 1.184 0.726 6.461  0.11
H: -0.097 -0.203 4.583  0.12
C: -3.804 -0.996 -0.532  -0.03
N: -3.991 0.217 -1.314  0.05
C: -3.086 1.186 -1.472  -0.58
N: -3.467 2.246 -2.252  0.17
O: -1.938 1.180 -0.991  -0.04
H: -4.481 -0.996 0.323  0.09
H: -2.785 -1.048 -0.165  0.05
H: -3.992 -1.868 -1.155  0.09
H: -4.876 0.331 -1.780  0.14
H: -4.438 2.403 -2.459  0.10
H: -2.883 3.062 -2.197  0.10
N: -1.430 -5.957 -4.460  0.14
C: -1.228 -5.058 -3.773  -0.20
C: -0.974 -3.927 -2.923  -0.26
C: -0.440 -4.106 -1.649  -0.04
C: -0.206 -3.003 -0.843  -0.11
C: -0.480 -1.695 -1.259  -0.18
C: -1.009 -1.557 -2.548  -0.13
C: -1.261 -2.641 -3.374  -0.05
H: -0.226 -5.108 -1.298  0.11
H: 0.174 -3.175 0.159  0.09
H: -1.238 -0.566 -2.934  0.08
H: -1.675 -2.505 -4.366  0.11

---

Entry 4:
C17H17NO4 | the ωB97M-V functional and the def2-TZVPD basis

Output
spin multiplicity: 1
DFT total energy: -27585.322 eV
highest occupied orbital energy: -0.3152 hartree

Each line ends with the Löwdin charge.
Cartesian coordinates (Å):
C: 0.727 2.164 5.539  -0.09
O: 2.087 1.832 5.346  -0.16
C: 2.542 2.024 4.039  -0.12
C: 2.001 1.027 3.026  -0.46
O: 1.137 0.215 3.205  0.14
O: 2.653 1.169 1.857  0.01
C: 2.102 0.437 0.779  -0.07
C: 0.710 1.006 0.435  -0.43
O: 0.320 2.042 0.915  0.10
N: 0.050 0.222 -0.449  0.15
C: -1.225 0.404 -1.008  -0.15
C: -2.082 1.412 -0.582  0.00
C: -3.346 1.527 -1.131  -0.07
C: -3.773 0.635 -2.100  -0.09
C: -2.924 -0.371 -2.524  -0.03
C: -1.643 -0.496 -1.999  -0.13
C: -0.763 -1.572 -2.497  -0.20
C: 0.494 -1.284 -3.028  -0.05
C: 1.302 -2.300 -3.507  -0.08
C: 0.870 -3.615 -3.459  -0.09
C: -0.380 -3.909 -2.940  -0.08
C: -1.192 -2.895 -2.465  -0.03
H: 0.068 1.521 4.952  0.08
H: 0.531 2.018 6.599  0.09
H: 0.541 3.212 5.272  0.09
H: 2.287 3.030 3.666  0.14
H: 3.631 1.931 4.068  0.14
H: 2.020 -0.624 1.044  0.14
H: 2.788 0.571 -0.060  0.14
H: 0.516 -0.620 -0.765  0.13
H: -1.753 2.097 0.181  0.10
H: -4.000 2.316 -0.794  0.10
H: -4.761 0.722 -2.524  0.10
H: -3.243 -1.065 -3.287  0.12
H: 0.823 -0.256 -3.094  0.12
H: 2.271 -2.063 -3.923  0.10
H: 1.503 -4.406 -3.830  0.10
H: -0.723 -4.932 -2.905  0.10
H: -2.165 -3.125 -2.055  0.12